Run w
Here is one molecule with the formula C5H8S from the Open Molecules 2025 dataset. Energies are from ωB97M-V/def2-TZVPD.

Last column: natural (NBO) charge in e.
Element x y z (Å)
C: 0.43833 -0.29459 0.80108  -0.3876
C: 0.08536 0.60229 1.89759  0.1260
C: 0.37583 -0.32183 -0.59713  -0.0924
C: -1.28728 1.10949 1.77057  -0.7926
C: 1.00224 -1.28574 -1.42629  -0.6761
S: -0.53383 0.94951 -1.38834  0.0182
H: 1.13531 -1.11527 1.15469  0.2317
H: -1.90524 0.97189 2.65748  0.2716
H: -1.92904 0.61114 0.87556  0.1827
H: -1.31685 2.30710 1.81074  0.2819
H: 1.76061 -0.88359 -2.05273  0.2299
H: 0.34822 -1.87797 -2.03593  0.2413
H: 1.61751 -2.06539 -0.93100  0.2287
H: 0.20884 1.29295 -2.53627  0.1367

Computed properties:
Gap between HOMO and LUMO (alpha / beta)   7.30 / 7.21 eV
HOMO energy (alpha / beta)   -8.02 / -7.84 eV

Run x
Here is one molecule with the formula C5H8S from the Open Molecules 2025 dataset. Energies are from ωB97M-V/def2-TZVPD.

Last column: natural (NBO) charge in e.
Element x y z (Å)
C: 3.14431 -0.74406 -0.00233  -0.6499
C: 1.74866 -0.30229 -0.07667  -0.1764
C: 1.18545 0.92745 -0.13765  -0.1724
C: -0.29473 1.24226 -0.03920  -0.5235
C: -1.16511 0.17266 0.51419  -0.2259
S: -2.45048 -0.58134 -0.16509  0.0431
H: 3.35472 -1.58137 -0.63443  0.2227
H: 3.41466 -1.14148 0.98826  0.2252
H: 3.91707 0.01389 -0.27155  0.2156
H: 0.99541 -1.06942 0.11404  0.1906
H: 1.72233 1.82630 -0.29041  0.1947
H: -0.65241 1.56612 -1.05162  0.2336
H: -0.38662 2.01689 0.70895  0.2369
H: -0.86894 -0.10568 1.52814  0.1857

Computed properties:
Gap between HOMO and LUMO   8.57 eV
Structure (SMILES)   C/C=C/CC=S
HOMO energy   -8.70 eV

Which of them is most stable, and which least? Most stable: run x; least stable: run w.

Run w
Here is one molecule with the formula C5H8S from the Open Molecules 2025 dataset. Energies are from ωB97M-V/def2-TZVPD.

Last column: natural (NBO) charge in e.
Element x y z (Å)
C: -0.01833 1.02816 0.33763  -0.3946
C: -1.10257 0.78937 1.05829  -0.1925
C: 1.32807 0.33784 -1.94761  -0.5361
C: -1.05452 0.14855 2.45680  -0.6501
C: 0.92534 -1.07302 -1.80431  -0.6572
S: 0.99743 1.56983 -0.86585  0.6729
H: -2.17562 0.93762 0.71178  0.1954
H: 1.76793 0.59290 -2.92711  0.2307
H: -0.02950 0.15851 2.87363  0.2248
H: -1.26026 -0.92301 2.38793  0.2238
H: -1.84228 0.84585 2.86151  0.2249
H: 0.49621 -1.55337 -2.65844  0.2230
H: 0.20909 -1.13889 -1.06388  0.2198
H: 1.75900 -1.72034 -1.42038  0.2152

Computed properties:
Gap between HOMO and LUMO (alpha / beta)   7.56 / 7.48 eV
HOMO energy (alpha / beta)   -7.05 / -7.10 eV

Run x
Here is one molecule with the formula C5H8S from the Open Molecules 2025 dataset. Energies are from ωB97M-V/def2-TZVPD.

Last column: natural (NBO) charge in e.
Element x y z (Å)
C: 0.99294 1.63722 1.31905  -0.6459
C: 0.29807 0.73647 0.21648  -0.1752
C: 1.00682 0.39509 -0.83948  -0.2391
C: 0.44213 -0.99311 -1.29919  -0.4521
C: -1.03564 -0.93416 -0.98283  -0.5512
S: -0.91351 -0.41125 0.73583  0.2630
H: 1.57427 0.99930 2.23718  0.2279
H: 0.31986 2.51891 1.59938  0.2292
H: 1.90553 1.92522 0.76479  0.2140
H: 1.97466 0.72355 -1.13355  0.2206
H: 0.63677 -1.21285 -2.43626  0.2178
H: 1.14343 -1.70615 -0.61703  0.2179
H: -1.38929 0.11422 -1.63350  0.2203
H: -1.77498 -1.83135 -1.03858  0.2530

Computed properties:
Gap between HOMO and LUMO   9.19 eV
Structure (SMILES)   CC1=CCCS1
HOMO energy   -8.26 eV

Which of them is most stable, and which least? Most stable: run x; least stable: run w.

Run w
Here is C5H8S as an isolated structure from the Open Molecules 2025 dataset. Energies are from ωB97M-V/def2-TZVPD.

Last column: natural (NBO) charge in e.
Element x y z (Å)
C: 1.62578 0.03035 -0.09037  -0.5682
C: 0.57739 1.10709 0.01314  -0.4091
C: -0.60587 0.27271 -0.39379  -0.2362
C: -1.88204 -0.37410 -0.18585  -0.3983
C: -0.63332 -0.79026 0.51497  -0.4145
H: 2.12206 0.18547 -1.02376  0.2197
H: 2.39060 -0.13493 0.92229  0.2330
H: 0.88375 2.15335 -0.39665  0.2361
H: 0.34387 1.31249 1.13200  0.1962
H: -0.21467 -0.04856 -1.43075  0.2181
H: -2.64580 -0.47436 0.55174  0.2469
H: -2.36037 -1.09084 -0.98355  0.2349
H: -0.39917 -0.58987 1.50796  0.2213
S: 0.79780 -1.55853 -0.13739  0.2199

Computed properties:
Gap between HOMO and LUMO   9.00 eV
HOMO energy   -7.93 eV

Run x
Here is one molecule with the formula C5H8S from the Open Molecules 2025 dataset. Energies are from ωB97M-V/def2-TZVPD.

Last column: natural (NBO) charge in e.
Element x y z (Å)
C: 2.34450 -1.16549 -0.13701  -0.2440
C: 1.48548 -0.38381 0.19718  0.0125
C: 0.25764 0.23496 0.34535  -0.3306
C: 0.02933 1.65487 -0.17038  -0.5971
C: -0.84077 -0.75915 -0.31270  -0.5535
S: -2.53398 -0.48707 -0.04544  -0.0130
H: 3.29278 -1.58641 -0.19447  0.2284
H: 0.02249 0.22052 1.38155  0.2266
H: 0.86790 1.83837 -0.82766  0.2154
H: -0.93206 1.63014 -0.78724  0.2204
H: 0.04881 2.41059 0.60737  0.2208
H: -0.55041 -0.88684 -1.36894  0.2430
H: -0.60656 -1.73970 0.11930  0.2331
H: -2.88515 -0.98099 1.19309  0.1380

Computed properties:
Gap between HOMO and LUMO   9.91 eV
Structure (SMILES)   C#C[C@@H](C)CS
HOMO energy   -9.11 eV

Which of them is most stable, and which least? Most stable: run x; least stable: run w.

Run w
Here is one molecule with the formula C5H8S from the Open Molecules 2025 dataset. Energies are from ωB97M-V/def2-TZVPD.

Last column: natural (NBO) charge in e.
Element x y z (Å)
C: -0.87545 -0.40882 -1.36238  -0.6057
C: -0.88489 -0.71228 0.21965  -0.3927
C: 0.57008 -0.29613 0.49570  -0.2858
C: 1.39520 0.65626 1.23439  -0.3910
C: 0.42841 1.10433 0.13735  -0.3457
S: 0.18643 0.93870 -1.70095  0.2297
H: -0.56558 -1.30699 -1.93890  0.2180
H: -1.92523 -0.28075 -1.86047  0.2287
H: -0.90668 -1.82065 0.63615  0.2291
H: -1.64007 0.04908 0.75514  0.2136
H: 1.24732 -0.91023 -0.12839  0.2054
H: 1.25095 1.10478 2.24105  0.2456
H: 2.26816 0.34590 0.66951  0.2466
H: -0.54864 1.53680 0.60214  0.2041

Computed properties:
Gap between HOMO and LUMO   9.39 eV
Structure (SMILES)   C1C[C@@H]2C[C@H]2S1
HOMO energy   -8.31 eV

Run x
Here is a 2-piece molecular cluster, C5H8S overall from the Open Molecules 2025 dataset. Energies are from ωB97M-V/def2-TZVPD.

Last column: natural (NBO) charge in e.
Element x y z (Å)
C: -2.62412 1.83597 -0.13190  -0.6129
C: -3.08873 0.64345 -0.07396  -0.0603
S: -3.63661 -0.79187 0.19136  0.1440
H: -3.20206 2.68139 -0.46116  0.2581
H: -1.56207 2.07506 0.39485  0.2710
C: 1.83153 0.13294 0.36216  -0.3982
C: 0.79203 -0.59976 0.64242  -0.1864
C: 0.14772 -1.40169 -0.45276  -0.6488
H: 2.33998 -0.14331 -0.53759  0.1939
H: 2.20649 0.97566 1.11135  0.2026
H: 0.25203 -0.52074 1.49518  0.1892
H: 0.78263 -1.85715 -1.21442  0.2193
H: -0.66360 -0.76926 -0.91340  0.2256
H: -0.45213 -2.33640 0.00153  0.2029

Computed properties:
Gap between HOMO and LUMO   8.51 eV
Structure (SMILES)   C=C=S.C=CC
HOMO energy   -8.75 eV

Run y
Here is a 2-piece molecular cluster, C5H8S overall from the Open Molecules 2025 dataset. Energies are from ωB97M-V/def2-TZVPD.

Last column: natural (NBO) charge in e.
Element x y z (Å)
C: -2.73888 0.30835 0.11014  -0.4586
C: -0.12113 -1.11266 -0.01062  -0.5236
C: -1.77597 1.16653 -0.17929  -0.1502
C: 0.09036 0.16049 -0.03616  -0.1447
C: 2.75627 0.01299 0.03069  -0.7500
S: 1.38126 1.22957 -0.16826  0.3240
H: -3.81204 0.69010 0.14921  0.2109
H: -2.69952 -0.78794 0.02368  0.1997
H: 0.62045 -1.84373 0.04202  0.2061
H: -1.13142 -1.43947 0.12615  0.2067
H: -1.88365 2.26741 -0.19520  0.2100
H: 2.69977 -0.80155 0.71766  0.2266
H: 3.55484 0.70649 0.21859  0.2259
H: 3.05966 -0.55659 -0.82860  0.2173

Computed properties:
Gap between HOMO and LUMO   9.32 eV
HOMO energy   -8.44 eV

Which of them is most stable, and which least? Most stable: run x; least stable: run w.

Run w
Here is one molecule with the formula C5H8S from the Open Molecules 2025 dataset. Energies are from ωB97M-V/def2-TZVPD.

Last column: natural (NBO) charge in e.
Element x y z (Å)
C: 2.19263 0.28790 -0.23359  -0.2675
C: 1.52362 -0.70995 -0.02207  -0.0016
C: 0.57513 -1.81424 0.23201  -0.6172
S: -1.18500 -1.39130 -0.03613  0.2134
C: -1.31061 0.32195 -0.51870  -0.5605
C: -0.78609 1.25560 0.49561  -0.6344
H: 2.48625 1.23287 -0.71128  0.2498
H: 0.75216 -2.29106 1.20359  0.2500
H: 0.83177 -2.62484 -0.45467  0.2465
H: -2.32334 0.49339 -0.94431  0.2485
H: -0.75848 0.46807 -1.45142  0.2218
H: -0.80258 0.97738 1.57785  0.2218
H: 0.19209 1.56558 0.35198  0.2213
H: -1.38755 2.22866 0.51112  0.2081

Computed properties:
Gap between HOMO and LUMO   9.51 eV
Structure (SMILES)   C#CCSCC
HOMO energy   -8.62 eV

Run x
Here is a 2-piece molecular cluster, C5H8S overall from the Open Molecules 2025 dataset. Energies are from ωB97M-V/def2-TZVPD.

Last column: natural (NBO) charge in e.
Element x y z (Å)
C: 0.97854 -0.39851 -0.41288  -0.3707
C: 0.21553 0.59192 -0.75693  -0.1481
C: -1.09856 0.39385 -1.47990  -0.6532
S: 0.52117 2.32017 -0.32933  -0.0109
H: 0.75743 -1.38311 -0.62026  0.1993
H: 1.95339 -0.21111 0.03523  0.2050
H: -1.09446 0.86716 -2.47312  0.2242
H: -1.39826 -0.73233 -1.77002  0.2245
H: -1.68737 1.03092 -0.83676  0.2105
H: -0.65094 2.38269 0.27690  0.1047
C: 0.02920 -0.74227 2.21097  -0.1919
C: 0.60094 -1.72132 1.88519  -0.2386
H: -0.30812 0.19601 2.38182  0.2156
H: 1.18151 -2.59408 1.88908  0.2294

Computed properties:
Gap between HOMO and LUMO   9.64 eV
Structure (SMILES)   C=C(C)S.C#C
HOMO energy   -8.78 eV

Which of them is most stable, and which least? Most stable: run w; least stable: run x.

Run w
Here is an isolated ion of composition C3H4N3 and charge +1 from the Open Molecules 2025 dataset. Energies are from ωB97M-V/def2-TZVPD.

Last column: natural (NBO) charge in e.
Element x y z (Å)
C: -0.10351 -2.36433 -3.36179  0.6500
C: -0.21512 -0.56477 -0.90842  0.3472
C: -0.38187 0.03873 0.47182  -0.7132
N: -0.73931 -1.93323 -1.16352  0.2431
N: -0.70752 -2.25802 -2.34569  -0.3435
N: 0.52690 -0.22518 -1.84292  -0.4804
H: -0.90997 -0.60387 1.18525  0.2704
H: -1.04577 0.92356 0.32204  0.2774
H: 0.63806 0.35293 0.97534  0.2889
H: 1.28480 0.55057 -1.98217  0.4600

Computed properties:
Gap between HOMO and LUMO   6.95 eV
Net charge   +1
HOMO energy   -16.57 eV

Run x
Here is a 2-piece molecular cluster, C3H4N3 overall from the Open Molecules 2025 dataset. Energies are from ωB97M-V/def2-TZVPD.

Last column: natural (NBO) charge in e.
Element x y z (Å)
C: 1.12869 -0.38503 -0.91998  0.3039
C: -1.64887 0.44395 1.08564  0.2877
C: 1.85299 -1.41564 -1.28549  -0.2856
N: 0.59697 0.59412 -0.47902  0.0105
N: -2.39719 0.64047 1.93802  -0.5973
N: -0.00248 1.43580 0.09490  -0.1342
H: 1.59811 -2.07704 -2.21437  0.2893
H: 2.48661 -1.84471 -0.63556  0.2511
H: -2.80433 0.74062 2.80127  0.4558
H: -0.81049 1.86747 -0.38540  0.4187

Computed properties:
Gap between HOMO and LUMO (alpha / beta)   8.66 / 8.66 eV
Net charge   +1
HOMO energy (alpha / beta)   -15.13 / -15.13 eV

Run y
Here is C3H4N3 as an isolated structure from the Open Molecules 2025 dataset. Energies are from ωB97M-V/def2-TZVPD.

Last column: natural (NBO) charge in e.
Element x y z (Å)
C: -3.16172 -0.66259 -0.13700  0.6121
C: -1.08047 0.10188 -0.01103  0.4172
C: 0.30273 0.58075 0.01598  -0.7456
N: -2.08320 0.91382 0.12980  0.0667
N: -3.32911 0.53273 0.22098  -0.2306
N: -1.55912 -1.12133 -0.16994  -0.5047
H: 0.70457 0.51081 1.03273  0.2985
H: 0.55313 1.69605 -0.07321  0.3115
H: 1.16011 -0.05032 -0.55232  0.3007
H: -1.30947 -1.95704 -0.63577  0.4742

Computed properties:
Gap between HOMO and LUMO (alpha / beta)   7.83 / 8.53 eV
Net charge   +1
HOMO energy (alpha / beta)   -16.53 / -16.54 eV

Run z
Here is an isolated ion of composition C3H4N3 and charge +1 from the Open Molecules 2025 dataset. Energies are from ωB97M-V/def2-TZVPD.

Last column: natural (NBO) charge in e.
Element x y z (Å)
C: -0.75883 1.03366 0.58086  -0.7649
C: 0.13356 0.10766 0.06583  0.4210
N: 0.92485 -0.98771 1.20899  0.0316
N: 1.11707 -1.76539 0.33688  0.2428
N: 1.10686 -1.61154 -0.92287  -0.0965
C: 0.36075 -0.55637 -1.11764  -0.0669
H: -0.43472 1.86108 1.28268  0.3185
H: -1.54065 0.43337 0.92039  0.3203
H: -1.18111 1.58865 -0.28998  0.3137
H: 0.27221 -0.10342 -2.06512  0.2804

Computed properties:
Gap between HOMO and LUMO (alpha / beta)   7.47 / 7.56 eV
Structure (SMILES)   CC1=NN=[N+]=C1
Net charge   +1
HOMO energy (alpha / beta)   -16.21 / -16.51 eV

Which of them is most stable, and which least? Most stable: run x; least stable: run w.